(1)
This record from the OMol25 dataset describes C32H41N2O3S4W as an isolated structure. The level of theory is ωB97M-V with the def2-TZVPD basis set.

XYZ file:
```
83
Properties=species:S:1:pos:R:3:lowdin_charge:R:1
W -0.611 0.421 -0.773 1.036
C -3.974 0.437 -0.514 -0.450
C -3.682 -0.588 0.580 -0.437
S -1.896 -0.939 0.857 0.813
C -1.710 -0.387 2.591 -0.459
C -0.522 0.527 2.850 -0.506
S -0.112 1.720 1.568 0.895
C -1.469 2.924 1.536 -0.462
C -2.811 2.439 1.011 -0.438
S -2.729 1.738 -0.685 0.905
H -3.997 -0.024 -1.500 0.055
H -4.945 0.905 -0.344 0.098
H -4.118 -0.296 1.534 0.072
H -4.137 -1.540 0.308 0.081
H -2.642 0.087 2.888 0.066
H -1.595 -1.292 3.187 0.083
H -0.653 1.045 3.801 0.093
H 0.390 -0.070 2.910 0.007
H -1.592 3.335 2.539 0.093
H -1.077 3.725 0.905 0.075
H -3.239 1.692 1.674 0.057
H -3.504 3.281 0.974 0.092
C 1.254 7.024 -1.558 -0.058
O 2.436 6.292 -1.260 -0.052
C 2.349 4.958 -1.158 -0.266
C 3.562 4.293 -0.890 0.013
C 3.567 2.935 -0.784 -0.007
C 2.386 2.165 -0.906 -0.116
C 2.447 0.731 -0.847 -0.346
C 3.757 0.004 -0.811 0.002
O 1.422 0.014 -0.836 -0.187
C 1.174 2.845 -1.168 -0.328
O 0.004 2.241 -1.334 -0.320
C 1.175 4.241 -1.300 0.058
H 1.553 8.066 -1.607 0.098
H 0.507 6.896 -0.772 0.096
H 0.837 6.717 -2.519 0.100
H 4.464 4.879 -0.785 0.126
H 4.505 2.432 -0.592 0.116
H 4.281 0.226 0.121 0.099
H 4.401 0.303 -1.638 0.099
H 3.563 -1.065 -0.849 0.082
H 0.232 4.716 -1.529 0.117
N 1.478 -4.517 2.707 0.117
C 2.015 -3.289 2.700 -0.889
S 1.508 -2.108 1.610 0.644
N 2.981 -3.039 3.605 0.040
C 3.526 -3.985 4.529 -0.265
C 3.299 -3.826 5.889 -0.019
C 3.841 -4.734 6.786 -0.070
C 4.590 -5.807 6.324 -0.075
C 4.810 -5.966 4.963 -0.068
C 4.287 -5.050 4.062 -0.033
H 0.775 -4.722 2.020 0.096
H 1.797 -5.239 3.332 0.103
H 3.346 -2.100 3.586 0.129
H 2.701 -2.992 6.235 0.117
H 3.670 -4.607 7.847 0.109
H 5.007 -6.517 7.026 0.109
H 5.403 -6.796 4.603 0.110
H 4.472 -5.147 2.999 0.123
C -2.631 -2.557 -3.046 -0.054
C -1.885 -1.250 -3.341 -0.556
C -0.797 -1.541 -4.394 -0.026
C -1.209 -0.758 -2.092 -0.300
C -2.811 -0.150 -3.862 -0.207
C -4.146 -0.385 -4.177 -0.046
C -4.965 0.643 -4.633 -0.075
C -4.460 1.923 -4.787 -0.085
C -3.125 2.167 -4.489 -0.075
C -2.313 1.143 -4.032 -0.064
H -1.932 -3.293 -2.648 0.090
H -3.077 -2.976 -3.949 0.090
H -3.424 -2.413 -2.308 0.080
H -0.104 -2.300 -4.027 0.090
H -0.229 -0.642 -4.627 0.084
H -1.256 -1.907 -5.314 0.096
H -0.743 -1.611 -1.482 0.062
H -4.567 -1.375 -4.073 0.104
H -6.000 0.433 -4.873 0.105
H -5.096 2.722 -5.144 0.104
H -2.715 3.162 -4.611 0.107
H -1.278 1.352 -3.787 0.105
```

The relative energy (zero: lowest compared OMol25 entry of this formula, charge and spin) is 0.4 kcal per mole. Its charge is +1. For the gap between HOMO and LUMO, the calculation gives 6.89 eV. Its calculated total energy is -3238.874821 a.u. The calculation puts the LUMO energy at -2.190 eV.

=====

(2)
This record from the OMol25 dataset describes C32H41N6O3SSi2Ta as an isolated structure at a distorted geometry. The level of theory is ωB97M-V with the def2-TZVPD basis set.

XYZ file:
```
86
Properties=species:S:1:pos:R:3:lowdin_charge:R:1
Ta -0.088 -0.165 0.366 1.923
O 1.861 0.896 -1.434 -0.138
C 2.197 2.244 -1.726 -0.165
C 1.062 3.160 -1.350 -0.271
C 1.112 4.487 -1.764 0.003
C 0.055 5.325 -1.465 -0.017
C -1.022 4.800 -0.765 -0.021
C -0.968 3.478 -0.370 -0.143
N 0.048 2.660 -0.646 0.068
H 2.609 0.342 -1.694 0.108
H 2.417 2.358 -2.797 0.143
H 3.089 2.549 -1.162 0.130
H 1.970 4.847 -2.311 0.130
H 0.069 6.358 -1.777 0.124
H -1.878 5.408 -0.523 0.118
H -1.778 3.047 0.196 0.080
O 1.132 -1.288 -0.348 -0.292
C 1.910 -2.250 -0.830 -0.283
C 3.219 -2.372 -0.341 0.003
C 4.079 -3.340 -0.823 -0.027
C 3.642 -4.242 -1.782 -0.036
C 2.358 -4.140 -2.274 0.001
C 1.480 -3.133 -1.851 -0.074
C 0.200 -2.996 -2.520 -0.243
N -0.891 -2.360 -2.087 -0.061
C -1.828 -2.456 -3.080 -0.111
C -1.306 -3.147 -4.126 -0.029
N -0.035 -3.480 -3.761 0.147
H 3.536 -1.697 0.440 0.101
H 5.090 -3.395 -0.449 0.124
H 4.300 -5.012 -2.150 0.122
H 2.023 -4.870 -2.994 0.119
H -2.798 -2.016 -2.970 0.112
H -1.722 -3.412 -5.075 0.130
H 0.616 -4.000 -4.329 0.169
C 3.479 1.135 1.461 -0.164
Si 2.090 1.592 2.694 0.547
C 1.389 3.327 2.279 -0.146
C 2.882 1.688 4.420 -0.165
C 0.646 0.290 2.593 -0.419
C -0.622 0.940 2.932 -0.461
C -1.009 1.400 4.195 -0.005
C -2.263 1.946 4.363 -0.004
C -3.120 2.043 3.268 -0.024
C -2.663 1.609 2.044 -0.125
N -1.442 1.083 1.869 -0.042
Si 0.885 -1.342 3.650 0.542
C 0.849 -1.033 5.531 -0.158
C 2.557 -2.115 3.160 -0.146
C -0.553 -2.516 3.257 -0.175
H 3.898 2.030 1.012 0.030
H 3.142 0.480 0.665 -0.021
H 4.298 0.645 1.976 0.035
H 1.561 3.998 3.115 0.040
H 0.319 3.319 2.078 0.008
H 1.880 3.774 1.421 0.023
H 3.668 2.438 4.419 0.044
H 3.338 0.750 4.720 0.029
H 2.173 1.979 5.186 0.029
H -0.333 1.322 5.028 0.108
H -2.582 2.296 5.332 0.126
H -4.111 2.451 3.375 0.118
H -3.283 1.686 1.161 0.103
H 1.462 -0.205 5.857 0.012
H 1.224 -1.920 6.030 0.043
H -0.160 -0.874 5.895 0.033
H 3.355 -1.391 3.041 0.016
H 2.466 -2.691 2.245 0.014
H 2.869 -2.807 3.934 0.042
H -1.487 -1.980 3.103 0.022
H -0.698 -3.228 4.062 0.046
H -0.337 -3.088 2.364 -0.018
C -3.693 1.456 -3.572 -0.029
C -2.334 1.560 -3.826 -0.025
C -1.444 1.115 -2.861 -0.145
N -1.829 0.584 -1.705 -0.007
C -3.134 0.464 -1.473 -0.171
C -4.099 0.888 -2.372 -0.031
H -4.417 1.798 -4.295 0.122
H -1.970 1.970 -4.755 0.117
H -0.376 1.175 -3.014 0.104
H -3.391 -0.015 -0.537 0.084
H -5.144 0.766 -2.141 0.118
O -0.331 -3.386 0.317 -0.444
S -1.560 -2.740 -0.096 0.924
N -1.622 -1.330 0.504 -0.496
```

The relative energy (zero: lowest compared OMol25 entry of this formula, charge and spin) is 67.5 kcal per mole. Its charge is +2. For the gap between HOMO and LUMO, the calculation gives 7.30 eV. Its calculated total energy is -2832.058475 a.u. The calculation puts the LUMO energy at -6.561 eV.

=====

(3)
This record from the OMol25 dataset describes C32H41N9OOsS2 as an isolated structure at a distorted geometry. The level of theory is ωB97M-V with the def2-TZVPD basis set.

XYZ file:
```
86
Properties=species:S:1:pos:R:3:lowdin_charge:R:1
Os -0.454 0.100 -0.426 1.317
C 3.841 -4.142 -3.261 -0.059
C 2.863 -3.928 -2.124 -0.196
N 1.911 -2.848 -2.470 0.028
C 1.287 -2.092 -1.591 -0.655
S 0.171 -0.838 -2.295 0.787
N 1.436 -2.224 -0.299 0.056
N 0.696 -1.345 0.439 -0.168
C 0.686 -1.462 1.733 -0.248
C 1.452 -2.519 2.447 0.025
C -0.161 -0.472 2.424 -0.216
C -0.246 -0.391 3.804 0.048
C -1.032 0.596 4.387 0.036
C -1.725 1.483 3.575 0.020
C -1.623 1.342 2.204 -0.091
N -0.869 0.389 1.635 -0.073
H 4.565 -4.903 -2.975 0.098
H 4.388 -3.229 -3.495 0.088
H 3.336 -4.495 -4.162 0.090
H 3.363 -3.636 -1.201 0.115
H 2.287 -4.832 -1.919 0.132
H 1.734 -2.696 -3.454 0.142
H 2.340 -2.783 1.879 0.091
H 0.847 -3.427 2.535 0.117
H 1.742 -2.207 3.446 0.092
H 0.296 -1.087 4.428 0.133
H -1.098 0.669 5.465 0.145
H -2.336 2.272 3.991 0.139
H -2.163 1.996 1.532 0.111
O 0.868 1.457 -0.263 -0.656
S 2.476 1.213 -0.358 1.174
C 3.024 2.744 -1.040 -0.393
C 2.221 3.875 -1.113 -0.062
C 2.783 5.034 -1.628 -0.026
C 4.108 5.042 -2.058 -0.009
C 4.884 3.893 -1.987 -0.019
C 4.345 2.720 -1.479 -0.059
C 3.001 1.212 1.311 -0.414
C 3.839 0.164 1.684 -0.077
C 4.349 0.153 2.977 -0.031
C 4.000 1.162 3.864 -0.012
C 3.144 2.195 3.477 -0.028
C 2.644 2.237 2.189 -0.050
H 1.191 3.857 -0.790 0.090
H 2.189 5.934 -1.694 0.126
H 4.535 5.952 -2.456 0.133
H 5.907 3.903 -2.337 0.132
H 4.945 1.818 -1.430 0.124
H 4.104 -0.613 0.976 0.118
H 5.023 -0.635 3.286 0.130
H 4.408 1.156 4.866 0.132
H 2.898 2.982 4.178 0.128
H 2.009 3.053 1.866 0.123
N -3.743 2.246 -4.236 0.195
C -3.025 2.442 -3.127 -0.331
C -2.363 1.394 -2.448 -0.100
N -1.635 1.636 -1.352 -0.129
C -1.545 2.900 -0.914 -0.133
C -2.225 3.914 -1.582 -0.054
N -2.946 3.697 -2.659 0.177
H -3.787 1.364 -4.714 0.124
H -4.157 3.050 -4.686 0.141
H -2.406 0.376 -2.814 0.086
H -0.942 3.095 -0.040 0.092
H -2.170 4.936 -1.223 0.138
C -5.132 -1.364 -0.130 -0.022
C -3.847 -0.505 -0.190 -0.113
N -2.637 -1.349 -0.046 -0.188
C -2.672 -2.007 1.280 -0.116
C -3.968 -2.833 1.456 -0.023
N -4.724 -2.778 0.163 -0.075
C -3.878 -3.321 -0.951 -0.025
C -2.646 -2.397 -1.097 -0.139
H -5.677 -1.371 -1.072 0.152
H -5.809 -1.048 0.661 0.152
H -3.847 0.235 0.610 0.129
H -3.800 0.026 -1.134 0.096
H -2.615 -1.247 2.054 0.113
H -1.799 -2.652 1.367 0.130
H -4.619 -2.430 2.229 0.152
H -3.769 -3.879 1.678 0.152
H -5.565 -3.353 0.248 0.210
H -4.491 -3.348 -1.850 0.152
H -3.608 -4.341 -0.684 0.151
H -2.651 -1.909 -2.070 0.106
H -1.730 -2.981 -1.018 0.121
```

Its charge is +4. For the gap between HOMO and LUMO (spin up / spin down), the calculation gives 5.13 / 5.33 eV. Its calculated total energy is -2697.706083 a.u. The calculation puts the LUMO energy (spin up / spin down) at -13.433 / -13.228 eV.

=====

(4)
This record from the OMol25 dataset describes C32H42Cl2NPdSSi4 as an isolated structure. The level of theory is ωB97M-V with the def2-TZVPD basis set.

XYZ file:
```
83
Properties=species:S:1:pos:R:3:lowdin_charge:R:1
Pd -0.132 -0.109 0.563 0.503
C 3.247 -0.363 -1.100 -0.191
Si 2.049 1.023 -1.560 0.392
C 0.968 0.567 -3.026 -0.187
C 3.120 2.420 -2.214 -0.166
C 1.056 1.566 -0.023 -0.468
Si 0.035 3.155 -0.359 0.388
C -1.323 3.478 0.893 -0.169
C -0.702 3.309 -2.071 -0.176
C 1.253 4.585 -0.199 -0.167
Si 2.187 1.823 1.475 0.472
C 1.419 2.742 2.911 -0.159
C 3.852 2.581 1.109 -0.154
C 2.424 0.090 2.187 -0.288
C 3.402 -0.278 3.102 -0.039
C 3.315 -1.496 3.755 -0.029
C 2.222 -2.312 3.504 -0.026
C 1.286 -1.905 2.573 -0.123
N 1.402 -0.750 1.904 -0.062
H 3.493 -0.954 -1.985 0.042
H 2.877 -1.049 -0.337 -0.001
H 4.183 0.067 -0.736 0.031
H 1.481 -0.193 -3.620 0.040
H 0.845 1.445 -3.660 0.038
H -0.033 0.199 -2.799 -0.008
H 3.711 1.983 -3.026 0.051
H 3.817 2.841 -1.491 0.017
H 2.534 3.232 -2.646 0.030
H -2.284 3.100 0.543 0.023
H -1.421 4.562 0.998 0.048
H -1.136 3.069 1.886 0.002
H -1.290 2.449 -2.380 0.008
H 0.053 3.509 -2.834 0.031
H -1.371 4.174 -2.047 0.048
H 1.633 4.733 0.813 0.021
H 0.698 5.488 -0.465 0.049
H 2.104 4.515 -0.879 0.021
H 1.148 3.771 2.671 0.032
H 2.149 2.775 3.724 0.048
H 0.528 2.239 3.288 0.008
H 3.754 3.560 0.636 0.032
H 4.473 1.952 0.474 0.028
H 4.378 2.731 2.055 0.046
H 4.222 0.399 3.306 0.114
H 4.073 -1.796 4.467 0.120
H 2.088 -3.255 4.014 0.117
H 0.419 -2.512 2.359 0.091
Cl -1.658 0.340 2.810 0.752
C -3.189 0.576 2.012 -0.634
C -4.279 0.818 2.834 -0.101
C -5.525 1.021 2.272 -0.055
C -5.670 0.982 0.892 -0.095
C -4.571 0.742 0.091 -0.671
Cl -4.819 0.708 -1.625 0.710
C -3.286 0.534 0.623 -0.616
S -1.986 0.287 -0.554 0.677
H -4.140 0.843 3.906 0.110
H -6.380 1.210 2.905 0.117
H -6.631 1.140 0.425 0.113
C -0.246 -5.515 1.872 -0.062
C -1.414 -4.793 1.652 -0.065
C -1.412 -3.730 0.764 -0.095
C -0.238 -3.368 0.096 -0.344
C 0.932 -4.097 0.335 -0.121
C 0.924 -5.173 1.209 -0.073
Si -0.139 -1.969 -1.101 0.732
C -1.312 -2.140 -2.526 -0.352
C -2.700 -2.281 -2.411 -0.138
C -3.473 -2.601 -3.511 -0.070
C -2.875 -2.783 -4.753 -0.064
C -1.503 -2.658 -4.887 -0.065
C -0.728 -2.341 -3.779 -0.112
H -0.252 -6.352 2.559 0.112
H -2.325 -5.066 2.167 0.112
H -2.330 -3.176 0.597 0.102
H 1.856 -3.816 -0.162 0.105
H 1.830 -5.742 1.375 0.113
H 1.237 -1.862 -1.609 0.004
H -3.188 -2.124 -1.457 0.073
H -4.546 -2.699 -3.406 0.110
H -3.483 -3.023 -5.616 0.111
H -1.034 -2.801 -5.851 0.110
H 0.346 -2.250 -3.898 0.091
```

The relative energy (zero: lowest compared OMol25 entry of this formula, charge and spin) is 16.0 kcal per mole. Its charge is +1. For the gap between HOMO and LUMO (spin up / spin down), the calculation gives 6.58 / 6.58 eV. Its calculated total energy is -3903.686033 a.u. The calculation puts the LUMO energy (spin up / spin down) at -4.371 / -4.371 eV.

=====

(5)
This record from the OMol25 dataset describes C32H42CoNPSi3 as an isolated structure at a distorted geometry. The level of theory is ωB97M-V with the def2-TZVPD basis set.

XYZ file:
```
80
Properties=species:S:1:pos:R:3:mulliken_spin:R:1
Co 0.143 -0.044 0.178 2.661
C 3.352 1.112 -1.158 0.026
Si 1.820 2.169 -1.555 0.007
C 1.755 3.549 -0.263 0.004
C 2.117 2.953 -3.259 0.006
C 0.259 1.135 -1.577 0.151
Si -1.375 2.056 -1.577 -0.043
C -1.559 3.274 -0.128 0.030
C -2.820 0.815 -1.477 0.042
C -1.667 3.073 -3.151 0.007
Si 0.282 -0.261 -2.803 -0.019
C -0.618 -0.013 -4.453 0.007
C 1.978 -0.962 -3.280 -0.008
C -0.510 -1.801 -1.968 0.000
C -0.976 -2.902 -2.678 0.000
C -1.356 -4.055 -2.011 -0.001
C -1.253 -4.085 -0.627 0.003
C -0.809 -2.954 0.027 0.028
N -0.458 -1.837 -0.619 0.037
H 4.005 1.609 -0.438 0.003
H 3.943 0.896 -2.051 0.001
H 3.047 0.160 -0.719 -0.015
H 2.705 4.089 -0.238 0.000
H 1.582 3.137 0.736 -0.004
H 0.964 4.271 -0.475 0.002
H 3.013 3.579 -3.266 0.001
H 1.273 3.574 -3.566 0.000
H 2.246 2.176 -4.017 -0.001
H -0.790 3.111 0.629 -0.007
H -2.527 3.150 0.363 0.005
H -1.482 4.312 -0.457 -0.001
H -2.617 0.035 -0.739 -0.019
H -2.992 0.317 -2.435 0.003
H -3.748 1.316 -1.192 0.002
H -0.911 3.855 -3.258 -0.001
H -2.646 3.559 -3.123 0.000
H -1.628 2.451 -4.046 -0.001
H -0.231 0.878 -4.953 -0.001
H -1.694 0.116 -4.325 0.000
H -0.453 -0.862 -5.121 0.001
H 2.589 -0.214 -3.791 0.000
H 1.847 -1.809 -3.958 0.000
H 2.537 -1.311 -2.410 0.001
H -1.034 -2.850 -3.758 0.000
H -1.716 -4.918 -2.555 0.000
H -1.515 -4.969 -0.062 0.000
H -0.734 -2.931 1.107 0.010
C -3.087 -3.510 3.167 0.001
C -3.659 -2.682 2.211 -0.001
C -3.087 -1.452 1.932 0.004
C -1.943 -1.024 2.608 -0.013
C -1.373 -1.863 3.562 0.002
C -1.948 -3.095 3.842 0.000
P -1.189 0.568 2.086 0.008
C -2.120 1.771 3.112 0.032
C -3.455 1.566 3.455 0.004
C -4.155 2.530 4.165 -0.002
C -3.530 3.708 4.542 0.006
C -2.205 3.927 4.196 -0.003
C -1.509 2.973 3.470 0.012
C 0.479 0.482 2.797 -0.078
C 0.906 0.748 4.095 -0.026
C 2.241 0.549 4.408 0.022
C 3.116 0.069 3.439 -0.004
C 2.673 -0.206 2.152 0.040
C 1.342 0.011 1.783 0.075
H -3.523 -4.478 3.380 0.000
H -4.542 -3.003 1.671 0.000
H -3.517 -0.818 1.163 -0.001
H -0.469 -1.561 4.075 0.000
H -1.501 -3.733 4.594 0.000
H -3.949 0.642 3.185 0.000
H -5.192 2.360 4.424 0.000
H -4.074 4.458 5.102 0.000
H -1.710 4.844 4.490 0.000
H -0.484 3.162 3.177 0.002
H 0.218 1.098 4.857 -0.001
H 2.600 0.765 5.407 0.001
H 4.158 -0.085 3.695 0.000
H 3.389 -0.584 1.429 0.002
```

For the gap between HOMO and LUMO (spin up / spin down), the calculation gives 7.97 / 8.46 eV. Its calculated total energy is -3892.023051 a.u. The calculation puts the LUMO energy (spin up / spin down) at 0.405 / 0.280 eV. As for the spin multiplicity: 4.